25
Properties=species:S:1:pos:R:3 method="wB97M-V/def2-TZVPD" charge=0 total_energy_ha=-368.76201 lumo_ev=0.777 de_lowest_kj_mol=102.0 smiles=CCCNC(C)C.O
H -1.910 1.190 0.954
N 0.397 0.430 -0.561
H 0.511 -0.847 -4.374
C -0.917 -1.209 1.002
O -2.414 1.976 5.994
H -1.556 -1.545 0.170
C -0.047 0.048 0.777
H -1.969 2.702 6.442
H 2.314 -0.792 -4.598
C 1.543 -0.084 -2.707
H 0.862 0.737 -2.957
H 1.585 -2.068 -3.628
H -0.349 -2.146 0.996
H -0.502 0.662 -0.994
H 0.228 -1.441 -1.645
H -0.430 2.169 0.988
H 0.830 -0.056 1.433
H -1.747 1.309 5.790
H -1.444 -1.002 1.933
H 1.830 -1.074 -0.892
C 1.494 -1.024 -3.927
H 2.548 0.302 -2.557
C -0.875 1.234 1.324
H -0.920 1.173 2.405
C 0.936 -0.644 -1.368